(1)
C3H10N2O | ωB97M-V/def2-TZVPD

The geometry in ORCA input format:
```
! RIJCOSX wB97M-V def2-TZVPD def2/J DEFGRID3
* xyz 0 1
N 0.70537 0.33331 0.58239
C 1.00806 -1.09468 0.70310
H 2.22440 1.52081 0.01012
H -1.16258 0.84813 1.86275
H -0.33653 0.54468 -2.23787
H 1.17773 -1.32056 1.76016
H -0.54186 1.80445 -0.21391
H -1.57438 -0.62964 1.10020
N -1.43103 0.37035 1.00844
C -0.87250 0.05003 -1.42253
H 0.21038 -1.75638 0.35244
H -1.94974 0.12894 -1.60301
H 1.92206 -1.35508 0.16138
C -0.50270 0.71761 -0.10409
O 1.73899 0.84954 -0.50017
H -0.61567 -1.01151 -1.45938
*
```

Calculated values
- HOMO-LUMO gap: 10.0 eV
- Relative energy (zero: lowest compared OMol25 entry of this formula, charge and spin): 291.7 kJ/mol

(2)
C3H10N2O | ωB97M-V/def2-TZVPD

The geometry in ORCA input format:
```
! RIJCOSX wB97M-V def2-TZVPD def2/J DEFGRID3
* xyz 0 1
H 0.66697 -1.32598 -1.28784
H -0.62659 -1.54786 0.92253
H 1.31028 -2.48319 -0.13038
C -0.04704 0.59482 0.67475
H 2.14490 -0.93882 -0.33930
H -2.88756 0.71824 -1.02470
C 0.22332 -0.86480 0.87258
N -1.94155 0.35090 -0.92283
N 0.56052 1.37083 -0.36223
O -1.63070 0.52848 0.49121
H 0.10082 1.10777 1.62998
H 0.81330 -1.00829 1.78175
C 1.16159 -1.41642 -0.31914
H -1.36571 1.07343 -1.36996
H 1.51116 1.62421 -0.10864
H 0.00628 2.21668 -0.50778
*
```

Calculated values
- HOMO-LUMO gap: 9.4 eV
- Relative energy (zero: lowest compared OMol25 entry of this formula, charge and spin): 336.4 kJ/mol

(3)
C3H10N2O | ωB97M-V/def2-TZVPD

The geometry in ORCA input format:
```
! RIJCOSX wB97M-V def2-TZVPD def2/J DEFGRID3
* xyz 0 1
H 2.30578 1.64353 -0.89078
N -0.85364 0.56529 -1.52960
H 0.75827 2.33111 -0.18174
C -0.61777 -1.50373 1.62052
C 0.56092 0.73327 -1.55987
H -0.58290 -2.49840 1.16291
H -0.90999 -1.63100 2.65957
H -1.28521 1.46101 -1.31988
H -1.37323 -0.44731 0.14939
O -1.64176 -0.72565 1.02563
H -1.17975 0.29783 -2.44999
H 0.76446 -0.07580 2.09309
H 1.09035 -0.81625 0.67171
C 1.22566 1.61774 -0.84528
H 1.03704 0.00147 -2.20225
N 0.70179 -0.95310 1.59655
*
```

Calculated values
- HOMO-LUMO gap: 10.0 eV
- Relative energy (zero: lowest compared OMol25 entry of this formula, charge and spin): 131.4 kJ/mol

(4)
C3H10N2O | ωB97M-V/def2-TZVPD

The geometry in ORCA input format:
```
! RIJCOSX wB97M-V def2-TZVPD def2/J DEFGRID3
* xyz 0 1
H -2.79705 0.38147 0.15024
H 0.67487 -1.74688 1.74037
O -0.79492 0.55110 0.46156
C 1.41112 -0.48855 0.18929
N -1.72459 0.39119 -1.71917
H 2.02225 -0.52768 2.21112
C 1.27978 -0.88103 1.51217
H -2.66204 0.28221 -2.09938
H 0.20771 -0.14318 0.78731
H -1.45999 1.36604 -1.79672
C -1.84137 0.05090 -0.29408
H 1.49335 1.27268 -0.70350
H -1.84502 -1.07269 -0.21695
N 2.14844 0.66799 -0.22215
H 1.34223 -1.21820 -0.59409
H 2.54525 1.11464 0.59400
*
```

Calculated values
- HOMO-LUMO gap: 8.9 eV
- Relative energy (zero: lowest compared OMol25 entry of this formula, charge and spin): 397.5 kJ/mol

Number 1: energy -8298.480 eV. Number 2: energy -8298.018 eV. Number 3: energy -8300.142 eV. Number 4: energy -8297.384 eV.